Formula: C18H18Br2MnN2O5PSTe
Source: the OMol25 dataset
Level of theory: ωB97M-V/def2-TZVPD

Geometry (Å):
Mn  -0.631  0.296  -0.559
Br  1.196  3.848  -3.534
C  0.678  3.932  -1.724
C  0.621  5.169  -1.069
C  0.241  5.254  0.244
Br  0.155  6.961  1.068
C  -0.085  4.099  0.989
C  -0.424  4.042  2.357
C  -0.681  2.823  2.927
C  -0.664  1.660  2.147
N  -0.378  1.678  0.861
C  -0.053  2.877  0.294
C  0.334  2.760  -1.073
O  0.336  1.555  -1.569
H  0.877  6.065  -1.616
H  -0.462  4.952  2.939
H  -0.908  2.741  3.980
H  -0.877  0.692  2.583
O  -1.760  -1.103  -0.131
N  -3.080  -1.098  -0.248
C  -3.755  -2.209  0.102
C  -5.113  -2.261  -0.037
C  -5.792  -1.144  -0.541
C  -5.082  -0.019  -0.879
C  -3.688  0.010  -0.734
S  -2.693  1.325  -1.165
H  -3.150  -3.021  0.477
H  -5.644  -3.160  0.237
H  -6.865  -1.173  -0.665
H  -5.561  0.863  -1.279
C  2.279  -5.596  -0.390
C  2.406  -4.307  0.393
O  1.650  -3.288  -0.283
P  1.522  -1.846  0.428
O  0.835  -0.996  -0.635
Te  0.548  -2.039  2.560
O  3.050  -1.346  0.513
C  3.773  -1.239  -0.733
C  4.134  0.208  -0.995
H  2.738  -6.411  0.169
H  2.767  -5.511  -1.361
H  1.225  -5.824  -0.551
H  3.452  -3.995  0.469
H  2.022  -4.431  1.408
H  3.173  -1.633  -1.555
H  4.670  -1.854  -0.637
H  3.232  0.791  -1.185
H  4.785  0.275  -1.868
H  4.648  0.625  -0.129

Properties
Multiplicity ... 3
Calculated total energy ... -231000.7212 eV
HOMO (spin up / spin down) ... -7.224 / -7.217 eV

Results of the Löwdin charge analysis, in e, for atoms 1 through 4: atom 1 (Mn): 0.71, atom 2 (Br): 0.79, atom 3 (C): -0.60, atom 4 (C): -0.16